Record 1
An isolated molecule of C5H6F2O at a distorted geometry. Source: the Open Molecules 2025 dataset; level of theory: ωB97M-V/def2-TZVPD.

Results
**E_HOMO (spin up / spin down)**: -7.8368 / -7.8379 eV
**Frontier orbital gap (spin up / spin down)**: 0.31530 / 0.31537 hartree
**Total charge**: 0
**Relative energy (zero: lowest compared OMol25 entry of this formula, charge and spin)**: 390.2 kJ/mol

Element x y z (Å)
C -0.32808 -0.52974 -0.06656
C 0.96875 -0.56543 0.73794
C -0.71078 0.87308 -0.42133
C 0.35422 1.83500 -0.64479
C 1.95601 0.14975 -0.04904
O -0.24723 1.88984 0.53114
F 2.96024 0.77384 0.67104
F 2.51436 -0.51619 -1.15065
H -0.03332 -1.08076 -0.95978
H -1.18816 -0.99569 0.54708
H 0.72848 0.03660 1.69340
H 1.20394 -1.67227 1.10823
H -1.69284 1.14266 -0.85342
H 0.94727 2.39093 -1.28724

Forces on the atoms, in the same order (eV/Å):
-1.1 -1.2 1.0
-1.1 -1.2 3.1
0.1 1.2 -1.1
2.0 -5.2 1.2
0.2 3.1 -1.7
-0.8 1.1 0.9
-0.6 -1.1 -0.8
-0.6 0.6 1.7
-1.0 -0.2 -0.3
1.3 0.3 -1.3
0.9 -0.8 -1.4
-0.3 2.2 -1.0
0.5 -0.6 0.5
0.4 1.6 -0.8



Record 2
An isolated molecule of C4H6I2 at a distorted geometry. Source: the Open Molecules 2025 dataset; level of theory: ωB97M-V/def2-TZVPD.

Results
**E_HOMO (spin up / spin down)**: -7.5317 / -7.7123 eV
**Frontier orbital gap (spin up / spin down)**: 0.27826 / 0.29026 hartree
**Total charge**: 0
**Relative energy (zero: lowest compared OMol25 entry of this formula, charge and spin)**: 232.9 kJ/mol

Element x y z (Å)
C -0.04610 -0.00417 1.16303
C -0.85839 1.16613 0.75640
C 0.85134 -0.12132 -0.02467
C 0.28608 -0.92265 -1.11512
I -2.45583 1.06742 -0.49718
I 2.58736 1.04651 -0.22232
H 0.44552 0.30469 2.15648
H -0.67069 -1.02573 1.12104
H -0.44098 2.06983 0.96459
H 0.22666 -2.01276 -0.85367
H 0.77622 -0.85335 -2.07060
H -0.70119 -0.71461 -1.37799

Forces on the atoms, in the same order (eV/Å):
-0.6 -1.6 1.3
-0.2 -2.7 -0.9
-0.6 1.1 0.5
1.6 -1.7 -0.5
-0.3 0.2 0.0
-0.6 -0.4 0.0
-0.5 -1.2 -1.4
1.2 2.2 0.9
0.8 2.6 0.2
0.4 0.7 0.1
0.7 0.1 -0.2
-1.9 0.8 -0.1



Record 3
A structure of composition C8H19N2OPZr at a distorted geometry. Source: the Open Molecules 2025 dataset; level of theory: ωB97M-V/def2-TZVPD.

Results
**E_HOMO**: -16.6322 eV
**Frontier orbital gap**: 0.23040 hartree
**Total charge**: +2

Element x y z (Å)
Zr -0.04818 0.16985 -0.00233
H 0.72485 -1.17556 0.69080
H 0.73675 -1.31835 -0.29026
P 0.12875 0.08326 -2.40043
C -1.40276 -0.33106 -3.28759
H -1.26410 -0.21651 -4.37592
H -1.69543 -1.36894 -3.06280
H -2.21599 0.33056 -2.94997
C 0.54304 1.75865 -2.99689
H 1.50516 2.07251 -2.56452
H 0.60446 1.76254 -4.09680
H -0.22920 2.46786 -2.66304
C 1.39312 -0.97227 -3.17410
H 1.16734 -2.03207 -2.97463
H 1.42012 -0.80642 -4.26425
H 2.38142 -0.74322 -2.74455
C -1.80046 -0.79150 0.09262
O -2.84968 -1.21010 0.15998
H 1.55652 0.78369 -0.09734
H -0.65356 1.53446 -0.21884
C 0.19991 2.48036 2.62321
C -0.35234 1.18790 2.98480
N -0.52234 0.14059 2.18587
C -1.02990 -0.90626 2.93329
C -1.18905 -0.46765 4.20857
N -0.75755 0.86700 4.24416
H -0.54613 3.27215 2.81764
H 1.10693 2.67355 3.22411
H 0.47864 2.49826 1.55037
H -1.24573 -1.87705 2.55136
H -1.54856 -0.99008 5.04286
H -0.74568 1.46245 5.08094

Forces on the atoms, in the same order (eV/Å):
1.9 10.2 6.2
3.0 -5.5 -2.8
2.8 -4.5 3.4
0.5 -0.8 -5.1
-0.5 -0.2 0.1
0.0 0.0 0.4
0.1 0.3 -0.2
0.2 -0.2 -0.2
0.1 0.7 0.5
-0.3 -0.1 -0.2
0.0 -0.2 0.3
0.3 -0.2 -0.2
0.4 -0.4 0.1
0.1 0.3 -0.1
-0.1 0.0 0.4
-0.3 -0.1 -0.2
-9.2 -6.2 -0.2
1.8 1.2 0.0
2.8 -0.3 -0.4
-3.4 6.9 -2.1
0.5 1.0 -0.4
-0.4 0.0 2.0
0.2 -1.2 -1.2
-0.3 0.6 1.8
0.5 0.6 -1.1
0.0 -1.0 -1.2
0.4 -0.2 -0.2
-0.4 0.1 -0.3
-0.1 0.2 0.5
0.0 -0.4 -0.2
-0.4 -0.4 1.0
0.0 -0.3 -0.7



Record 4
A structure of composition C52H57BrN3O4P3RuTe2. Source: the Open Molecules 2025 dataset; level of theory: ωB97M-V/def2-TZVPD.

Results
**E_HOMO (spin up / spin down)**: -9.2263 / -9.2263 eV
**Frontier orbital gap (spin up / spin down)**: 0.21843 / 0.19778 hartree
**Total charge**: +1
**2S+1**: 2
**Expectation value of S²**: 0.75

Element x y z (Å)
Ru -0.01171 0.51495 0.42791
O -2.62824 -0.08947 1.62980
N -1.25212 -0.18676 1.89926
C -1.07803 -0.84247 2.97588
C 0.16843 -1.13539 3.67770
C -0.04280 -1.75777 4.91525
C 0.99320 -1.98176 5.79999
C 2.26908 -1.56472 5.45860
C 2.49445 -0.97248 4.22610
C 1.47224 -0.75732 3.30368
P 1.87377 -0.02044 1.66309
C 3.24868 -1.07884 1.09285
C 3.59043 -2.29708 1.66797
C 4.73464 -2.96850 1.25705
C 5.53371 -2.43441 0.25993
C 5.17586 -1.23546 -0.34438
C 4.03842 -0.56241 0.06448
C 2.86821 1.47664 2.05586
C 2.36850 2.73774 1.76844
C 3.07172 3.88643 2.10790
C 4.30180 3.78350 2.73073
C 4.84677 2.52509 2.96934
C 4.14516 1.38404 2.62366
H -2.76322 0.84718 1.43504
H -1.98571 -1.16020 3.48070
H -1.04948 -2.04837 5.18928
H 0.80343 -2.46373 6.74925
H 3.09357 -1.70051 6.14588
H 3.50267 -0.68106 3.97811
H 2.97821 -2.73309 2.44631
H 4.99780 -3.91056 1.72060
H 6.42762 -2.95624 -0.05617
H 5.78536 -0.82338 -1.13851
H 3.76243 0.37162 -0.41309
H 1.43958 2.84652 1.23359
H 2.65578 4.85188 1.84777
H 4.85420 4.67379 3.00234
H 5.83002 2.43365 3.41239
H 4.61814 0.42219 2.77131
Br 1.39360 5.26710 6.59236
C 0.68728 4.42184 5.05931
C 0.24213 5.18966 3.99657
C -0.26283 4.56974 2.86430
C -0.32263 3.18156 2.79347
C 0.14673 2.42799 3.86141
C 0.64119 3.03732 4.99893
N -0.77253 2.51621 1.61781
C -1.73720 3.06913 0.99800
C -2.15000 2.61267 -0.31960
C -3.02692 3.37275 -1.07443
C -3.19351 3.06914 -2.41374
C -2.46084 2.02370 -2.93990
C -1.65178 1.27635 -2.09692
N -1.51586 1.53161 -0.79877
H 0.30643 6.26785 4.04158
H -0.54762 5.18406 2.01954
H 0.13689 1.35246 3.79714
H 1.00795 2.44165 5.82352
H -2.26485 3.93099 1.40516
H -3.52468 4.21978 -0.62231
H -3.84719 3.66276 -3.03781
H -2.50328 1.77415 -3.99071
H -1.08415 0.45431 -2.48088
C 5.51041 3.39405 -1.81539
C 4.24140 3.14840 -1.03579
O 3.31641 2.45828 -1.89241
P 1.71288 2.51284 -1.81567
O 1.30199 1.21253 -1.12198
Te 0.85030 4.57000 -1.08241
O 1.37901 2.42681 -3.37554
C 1.97225 1.47244 -4.27316
C 0.89803 0.62671 -4.91599
H 6.21708 3.95360 -1.20098
H 5.29939 3.97344 -2.71382
H 5.97995 2.45405 -2.10793
H 3.78653 4.08486 -0.70811
H 4.43142 2.52810 -0.15619
H 2.72109 0.87428 -3.75057
H 2.49377 2.05581 -5.03252
H 0.39609 0.00405 -4.17709
H 1.33378 -0.03042 -5.66996
H 0.15802 1.26432 -5.40021
C -8.91377 -4.69093 -3.14155
C -7.88752 -3.71258 -2.64043
C -7.21325 -2.86826 -3.51218
C -6.27754 -1.94456 -3.06070
C -5.56791 -1.04376 -4.03282
C -6.01811 -1.87472 -1.69175
Te -4.61910 -0.45679 -0.99563
C -6.66936 -2.71611 -0.78862
C -6.41153 -2.63853 0.69145
C -7.59692 -3.62370 -1.28421
H -8.92196 -4.73256 -4.22971
H -9.91423 -4.40747 -2.80994
H -8.71762 -5.69543 -2.76484
H -7.41934 -2.92761 -4.57538
H -5.89548 -1.22875 -5.05471
H -4.48477 -1.19942 -3.99348
H -5.75842 0.01019 -3.80766
H -5.36552 -2.40343 0.90934
H -6.64393 -3.58446 1.17939
H -7.02508 -1.86198 1.15484
H -8.10594 -4.28229 -0.58781
C -1.02238 -1.89903 -2.07746
P -0.04173 -1.56223 -0.56405
C -0.80882 -2.81750 0.51625
C 1.47106 -2.38865 -1.16493
C 1.83968 -3.67804 -0.79950
C 2.83435 -4.34601 -1.50244
C 3.46169 -3.73779 -2.57836
C 3.11530 -2.44078 -2.93316
C 2.13274 -1.77144 -2.22480
H -0.74073 -1.27314 -2.91705
H -2.08891 -1.78540 -1.87729
H -0.79887 -2.92881 -2.35572
H -0.90305 -3.76132 -0.01984
H -1.80821 -2.47502 0.78604
H -0.22305 -2.97662 1.42281
H 1.35621 -4.18375 0.02675
H 3.11150 -5.35068 -1.21008
H 4.22359 -4.26948 -3.13331
H 3.61542 -1.94930 -3.75880
H 1.87284 -0.75353 -2.48283

Forces on the atoms, in the same order (eV/Å):
0.2 0.4 0.3
-0.1 -0.1 0.1
0.1 -0.1 -0.3
0.0 0.1 0.1
0.1 0.0 0.0
0.0 0.0 0.0
0.0 0.0 0.0
0.0 0.0 0.0
0.0 0.0 0.0
0.0 0.0 0.0
0.0 0.2 0.2
-0.1 -0.1 -0.1
0.0 0.0 0.0
0.0 0.0 0.0
0.0 0.0 0.0
0.0 0.0 0.0
0.0 0.0 0.0
0.0 -0.1 0.0
0.1 0.0 0.0
0.0 0.0 0.0
0.0 0.0 0.0
0.0 0.0 0.0
0.0 0.0 0.0
0.0 0.1 -0.2
0.0 0.0 0.0
0.0 0.0 0.0
0.0 0.0 0.0
0.0 0.0 0.0
0.0 0.0 0.0
0.0 0.0 0.0
0.0 0.0 0.0
0.0 0.0 0.0
0.0 0.0 0.0
0.0 0.0 0.0
0.1 0.0 -0.1
0.0 0.0 0.0
0.0 0.0 0.0
0.0 0.0 0.0
0.0 0.0 0.0
0.0 0.0 0.0
0.0 0.0 0.0
0.0 0.0 0.1
0.0 0.1 -0.1
0.0 -0.1 0.4
-0.1 0.0 0.0
0.0 0.0 0.0
0.2 0.1 -0.3
-0.2 0.0 0.2
0.0 0.1 -0.1
0.0 0.0 0.1
0.0 0.0 -0.1
0.0 0.0 0.0
-0.1 0.1 0.0
0.1 -0.3 -0.2
0.0 0.0 0.0
0.0 -0.1 0.0
0.0 0.0 0.0
0.0 0.0 0.0
0.1 0.0 0.0
0.0 0.0 0.0
0.0 0.0 0.0
0.0 0.0 0.0
0.1 0.0 0.0
0.0 0.0 0.0
0.0 0.0 0.0
0.0 0.0 0.0
0.3 0.0 0.0
-0.2 0.1 0.0
-0.1 0.0 -0.1
-0.3 -0.2 0.1
0.2 0.1 0.0
0.0 0.0 0.0
0.0 0.0 0.0
0.0 0.0 0.0
0.0 0.0 0.0
0.0 0.0 0.0
0.0 0.0 0.0
0.0 0.0 0.0
0.0 0.0 0.0
0.0 0.0 0.0
0.0 0.0 0.0
0.0 0.0 0.0
0.0 0.0 0.0
0.0 0.0 0.0
0.0 0.0 0.0
0.0 0.0 0.0
0.0 0.0 0.0
0.0 0.0 0.0
-0.1 -0.1 0.0
0.0 0.0 0.0
0.0 0.0 0.0
0.0 0.0 0.0
0.0 0.0 0.0
0.0 0.0 0.0
0.0 0.0 0.0
0.0 0.0 0.0
0.0 0.0 0.0
0.0 0.0 0.0
0.0 0.0 0.0
0.0 0.0 0.0
0.0 0.0 0.0
0.0 0.0 0.0
0.0 0.0 0.0
-0.2 0.0 0.1
0.1 -0.3 0.0
0.0 0.0 0.0
0.0 0.1 -0.1
0.0 0.0 0.0
0.0 0.0 0.0
0.0 0.0 0.0
0.0 0.0 0.0
0.0 0.0 0.0
0.1 -0.1 -0.1
0.0 0.1 0.0
-0.1 0.0 0.0
0.0 0.0 0.0
0.0 0.0 0.0
0.0 0.0 0.0
0.0 0.0 0.0
0.0 0.0 0.0
0.0 0.0 0.0
0.0 0.0 0.0
0.0 0.0 0.0



Record 5
A cluster of 13 separate species, C5H36N2O13 in total at a distorted geometry. Source: the Open Molecules 2025 dataset; level of theory: ωB97M-V/def2-TZVPD.

Results
**E_HOMO (spin up / spin down)**: -5.5685 / -9.6348 eV
**Frontier orbital gap (spin up / spin down)**: 0.10595 / 0.25454 hartree
**Total charge**: +1
**Relative energy (zero: lowest compared OMol25 entry of this formula, charge and spin)**: 23.4 kJ/mol
**2S+1**: 2
**Expectation value of S²**: 0.75

Element x y z (Å)
O 3.25105 -0.45307 1.13369
C 2.12846 -0.90184 0.88383
C 0.97742 0.07655 0.60584
C 0.24955 -0.46663 -0.56792
C -1.00804 0.26547 -0.94114
C -1.07296 1.07111 -2.01020
N -2.16889 -0.01625 -0.05316
N 1.54154 1.43704 0.33781
H 1.78649 -1.92549 0.79280
H 0.30185 0.14125 1.46532
H 0.84609 -0.56780 -1.46010
H -0.15634 -1.44839 -0.25114
H -0.20728 1.05717 -2.67603
H -1.84155 1.80520 -2.13373
H -2.03947 -0.87453 0.55996
H -2.95575 -0.17377 -0.70139
H -2.29501 0.74782 0.66583
H 0.83905 2.14473 0.00685
H 2.26384 1.39897 -0.37253
H 2.03737 1.78532 1.16357
H 3.73489 1.30212 -2.66435
H 2.38518 1.81700 -3.17013
O 2.76285 1.15111 -2.58108
H 0.87953 -3.48689 -1.59934
H 2.15461 -4.31733 -2.13499
O 1.83228 -3.47931 -1.80098
H 2.12353 -0.39886 -3.26425
H 2.05038 -2.00773 -3.45256
O 1.61552 -1.16132 -3.58165
H 1.56988 2.81620 3.78344
H 0.30104 2.09544 3.73056
O 0.85565 2.64738 3.15284
H -1.43623 -4.00158 -2.06659
H -0.92905 -2.63355 -2.71154
O -0.90234 -3.21734 -1.92212
H -1.70079 2.15983 2.41806
H -2.02623 0.74877 3.03844
O -2.29835 1.41223 2.37676
H -2.79548 -2.67578 1.86899
H -2.24502 -3.27219 0.52651
O -2.14413 -2.53117 1.13966
H -1.00194 -0.29377 4.86443
H -0.22780 -0.51648 3.76916
O -0.59712 0.29560 4.20350
H -1.39913 3.65562 0.47344
H -2.83618 3.80779 -0.04807
O -2.15275 3.15043 0.12693
H -0.14518 -0.91699 -3.82050
H -1.19941 -1.50073 -4.67772
O -1.09631 -1.16411 -3.77744
H -0.35559 -2.47101 2.51592
H 0.99209 -2.54071 3.19996
O 0.29948 -1.91151 2.96038
H 0.59654 4.72585 0.42777
H 0.42046 3.82809 1.60658
O 0.43768 3.78204 0.64181

Forces on the atoms, in the same order (eV/Å):
2.8 1.0 1.0
-2.7 0.4 -1.1
1.1 -0.9 0.4
-2.4 -0.8 -0.3
0.8 0.4 -0.9
0.3 -0.4 1.5
0.3 0.4 0.1
-0.4 0.3 -0.3
0.4 -0.6 0.0
-0.2 0.7 0.2
0.4 -0.2 0.0
1.0 0.0 -0.2
-0.3 0.3 0.3
-0.6 -0.1 -0.5
0.0 0.5 -1.2
0.0 0.3 0.9
-0.4 0.0 -0.4
0.7 -0.8 0.7
0.3 -0.6 -0.4
-0.4 -0.2 0.1
-0.9 -0.4 0.2
0.0 0.0 0.0
1.0 0.6 -0.1
0.3 -0.5 -0.4
-0.4 -0.3 0.2
0.5 0.6 0.0
0.5 -0.6 0.1
0.3 0.0 0.6
-0.8 0.6 -0.7
0.3 0.3 -0.4
-0.3 -0.3 -0.4
0.0 -0.1 0.8
0.0 0.0 -0.4
-0.3 0.0 0.1
-0.1 0.0 0.6
0.1 0.0 0.2
0.5 0.7 0.0
-0.7 -0.7 -0.4
0.7 0.0 -0.9
0.1 0.1 0.0
-0.7 -0.3 1.2
-0.4 1.2 0.8
0.8 0.8 -0.9
-0.4 -1.9 0.4
0.0 -0.2 -0.4
0.0 -0.1 0.1
-0.3 0.3 0.0
0.0 -0.3 0.5
-0.4 0.0 0.0
0.3 -0.2 -0.8
0.0 0.2 -0.1
0.3 0.4 0.0
-0.6 -0.8 0.2
0.0 -0.7 -0.3
0.3 -0.7 0.6
-0.1 2.2 0.1



Result set for calculated total energy: -12759.9677, -20442.8784, -24175.8584, -182585.2899, -35359.0989 eV, one per record in the order listed.